(1)
57
Properties=species:S:1:pos:R:3 method="wB97M-V/def2-TZVPD" lumo_ev=3.7 charge=-2 homo_lumo_gap_ev=7.01 e_homo_ha=-0.120
Zr 0.39141 1.22902 0.11988
N 3.03919 1.72208 2.37578
C 1.75211 1.65501 2.89345
N 1.51472 1.40963 4.16008
N 0.15744 1.45876 4.26117
N -0.37214 1.70955 3.12287
N 0.62742 1.87314 2.20511
C 3.41878 1.28776 1.11501
N 4.67639 1.17312 0.75340
N 4.61187 0.72511 -0.52937
N 3.39648 0.59982 -0.91173
N 2.58594 0.94722 0.13613
H 3.76282 1.64641 3.06948
S 2.52074 5.73664 -0.44532
C 1.69347 4.35049 -0.17933
N 1.08404 3.37407 0.02629
C -0.09125 -7.12182 0.95490
C 0.03558 -5.62326 0.84184
C -0.41254 -4.78908 1.85430
C -0.31551 -3.40133 1.76372
C -0.78012 -2.55207 2.92363
C 0.22322 -2.85617 0.59467
C 0.68933 -3.67096 -0.44798
C 1.31487 -3.10651 -1.70465
C 0.59610 -5.04838 -0.29441
C 0.32984 -1.38010 0.46480
O 0.75405 -0.67417 1.40720
O 0.00137 -0.80285 -0.62913
H -0.34075 -7.42139 1.97414
H 0.83849 -7.62117 0.67255
H -0.87686 -7.49966 0.29453
H -0.84418 -5.22261 2.75242
H -1.30750 -3.17631 3.64751
H -1.43954 -1.74147 2.61006
H 0.06485 -2.07348 3.41888
H 2.10920 -2.39201 -1.47872
H 0.58601 -2.56413 -2.30516
H 1.73861 -3.91479 -2.30358
H 0.97224 -5.68880 -1.08821
Br -4.06880 5.05678 -5.54494
C -3.12223 4.60277 -3.94609
C -3.45112 5.25594 -2.76729
C -2.75949 4.91822 -1.61443
C -1.76829 3.94559 -1.64314
C -1.45017 3.30578 -2.82829
C -2.13508 3.64116 -3.99691
C -0.38058 2.25217 -2.93938
O -0.00821 1.89553 -4.03835
O 0.04327 1.71602 -1.82617
H -4.22920 6.00673 -2.75461
H -2.99546 5.41248 -0.67990
H -1.23423 3.70683 -0.73619
H -1.86919 3.14151 -4.91678
F -2.79601 2.17797 1.07167
C -1.91867 1.31040 0.53712
F -2.11050 0.10903 1.24059
F -2.45228 0.98976 -0.71319



(2)
91
Properties=species:S:1:pos:R:3 method="wB97M-V/def2-TZVPD" lumo_ev="-5.3 / -4.9" charge=+1 homo_lumo_gap_ev="5.43 / 5.87" e_homo_ha="-0.393 / -0.395"
O 0.69220 0.30988 -5.08917
C 0.49690 1.73701 -5.27703
C 0.59238 1.67919 -6.79342
H 1.31500 2.31686 -4.82559
H -0.49182 2.03671 -4.91593
C 0.88121 0.17784 -6.53567
H 1.42971 2.22594 -7.23142
H -0.35371 1.87310 -7.30855
C 2.30548 -0.18178 -6.89334
H 3.02706 0.36532 -6.27620
H 2.49146 0.08736 -7.94421
H 2.44263 -1.25936 -6.78600
C -0.11198 -0.70201 -7.26772
H -1.13407 -0.30001 -7.22507
H -0.10449 -1.72893 -6.88811
H 0.17427 -0.73509 -8.33465
Pb 0.54050 0.04905 -0.55377
C -2.72436 -0.63111 -0.02095
C -2.40310 0.69256 0.38654
C -3.30827 1.59026 -0.26319
H -1.65851 0.96630 1.13720
C -4.20054 0.81741 -1.04876
C -3.81708 -0.55399 -0.92133
H -4.28166 -1.41366 -1.40063
H -2.24339 -1.54606 0.33153
H -3.29685 2.67547 -0.14829
H -5.04406 1.19549 -1.62535
C 0.20072 -2.66653 0.64339
C -0.65160 -3.55040 -0.08214
C 0.13073 -4.23005 -1.05418
H -1.71129 -3.71757 0.11206
C 1.47836 -3.78274 -0.92423
C 1.52285 -2.80897 0.11128
H 2.42829 -2.35347 0.52037
H -0.07326 -2.07348 1.52124
H -0.25879 -4.96988 -1.76073
H 2.34522 -4.12542 -1.49191
O -0.49284 -2.49577 -4.72057
C -1.93190 -2.26213 -4.69334
C -2.16458 -0.87586 -4.06694
H -2.44672 -3.01138 -4.05175
H -2.31757 -2.34732 -5.71786
C -0.97884 -0.74034 -3.09477
H -3.12439 -0.80330 -3.54426
H -2.12610 -0.08444 -4.83022
C 0.00555 -1.84902 -3.52515
H -1.36627 -0.95113 -2.08795
H -0.53091 0.25926 -3.14701
H 0.07199 -2.63308 -2.74532
H 1.02209 -1.44836 -3.66477
C 2.84394 2.28140 2.62182
C 1.43025 2.47292 3.17412
C 1.52169 3.20476 4.52667
C 0.66080 3.36347 2.18696
P 0.58429 0.79073 3.25444
N 0.35116 0.30362 1.70501
C 1.69843 -0.48292 4.11938
C 2.37606 0.03442 5.40584
C 0.87438 -1.72473 4.50151
C 2.81339 -0.90387 3.14416
C -1.02043 0.98030 4.27895
C -1.91522 -0.24143 4.03182
C -0.74182 1.09470 5.79521
C -1.81251 2.23246 3.86775
H 3.25335 3.27475 2.38772
H 2.83110 1.69762 1.69338
H 3.52414 1.81269 3.33984
H 2.16751 4.08673 4.38474
H 0.55384 3.57937 4.88046
H 1.98393 2.59780 5.31270
H 0.43570 2.80900 1.26750
H -0.27456 3.75475 2.59923
H 1.28710 4.22919 1.92754
H 1.66901 0.32926 6.18757
H 2.97377 -0.79476 5.81914
H 3.06957 0.86423 5.23277
H 0.19641 -2.03262 3.69965
H 1.57523 -2.55605 4.67602
H 0.30393 -1.59311 5.43105
H 2.47600 -0.82229 2.10754
H 3.72289 -0.30429 3.27093
H 3.08240 -1.95443 3.32134
H -1.62006 -1.10771 4.63295
H -2.94695 0.00895 4.31913
H -1.92150 -0.52452 2.97439
H -0.02418 1.88398 6.04689
H -1.68430 1.36234 6.30008
H -0.40382 0.15715 6.24965
H -1.38709 3.16870 4.25346
H -1.93230 2.29580 2.78130
H -2.82121 2.14926 4.30327



(3)
16
Properties=species:S:1:pos:R:3 method="wB97M-V/def2-TZVPD" lumo_ev=0.6 homo_lumo_gap_ev=9.73 e_homo_ha=-0.337
C -0.35919 -1.32447 -1.42896
C -0.04672 -1.13885 -0.14805
C -0.37737 -2.10262 0.94725
N 0.81550 0.01811 0.34545
C 0.38943 1.16618 0.08065
N -0.63912 1.68398 -0.62417
C 1.35425 2.33238 0.68315
O 1.06749 3.49634 0.59469
H -0.78103 -2.25731 -1.77248
H -0.12033 -0.59785 -2.18957
H 0.53733 -2.39966 1.45780
H -0.86498 -2.99242 0.55150
H -1.03090 -1.63522 1.68411
H -1.42958 1.10106 -0.84379
H -0.77326 2.68139 -0.54312
H 2.25850 1.96896 1.20553



Maximum force, respectively: 1.40, 3.37, 3.87 eV/Å.